w:
Computed, not measured: C5H14N2 as an isolated structure, with ωB97M-V/def2-TZVPD.

Geometry as ORCA input:
```
! RIJCOSX wB97M-V def2-TZVPD def2/J DEFGRID3
* xyz 0 1
H -3.1304 -0.3974 1.1265
N -1.9053 -1.7531 0.1661
C -0.1928 1.0607 -0.7667
H 1.7740 -1.6312 -0.1629
H 2.3040 1.2783 0.6671
H 3.1905 0.4154 -0.5948
C -2.5243 -0.5268 0.2291
H 0.8514 -0.7331 1.0264
H -2.3805 0.2473 -0.6037
H 3.2787 -0.1309 1.0834
H 0.9792 -0.2153 -1.8450
C 2.6165 0.2914 0.3260
N 0.4859 -0.2287 -0.9588
H -1.5462 -2.1461 1.0288
H -0.7829 0.8055 1.3132
C 1.4143 -0.6303 0.0958
H -1.7798 1.9527 0.4130
C -1.2314 1.0127 0.3420
H -1.2392 -1.8450 -0.5909
H -0.7004 1.2891 -1.7090
H 0.5188 1.8847 -0.5856
*
```

LUMO in eV: 1.06
HOMO energy in eV: -7.02
Orbital gap in eV: 8.080
Molecular weight in g mol⁻¹: 102.18

=====

x:
Computed, not measured: C5H14N2 as an isolated structure, with ωB97M-V/def2-TZVPD.

Geometry as ORCA input:
```
! RIJCOSX wB97M-V def2-TZVPD def2/J DEFGRID3
* xyz 0 1
H -0.5607 -0.8517 -2.5284
H -2.9125 -0.4522 -1.7679
H 2.5195 -0.1662 -0.3799
H 2.0077 -0.4532 -2.0743
H 0.6670 2.3883 3.2429
N 2.0750 -2.2005 -0.8741
C 0.4105 -0.2965 -0.6773
C 1.7908 -0.7404 -1.0387
H -0.8304 -1.9945 -1.2611
H 2.3988 -2.4369 0.0525
H -0.3385 3.7392 2.6368
H 0.2783 -0.6014 0.5727
N 0.2775 0.5291 0.3963
H -1.8902 0.8648 -1.0070
H -1.1315 2.4160 3.5565
C -0.7366 -0.9244 -1.4024
H -0.4260 2.1021 1.9303
C -2.0876 -0.2268 -1.0440
H 1.2682 -2.8248 -1.1330
H -2.4337 -0.5476 -0.0473
C -0.3457 2.6777 2.8475
*
```

LUMO in eV: 0.66
HOMO energy in eV: -8.05
Orbital gap in eV: 8.716
Molecular weight in g mol⁻¹: 102.18

=====

y:
Computed, not measured: one molecule with the formula C5H14N2, with ωB97M-V/def2-TZVPD.

Geometry as ORCA input:
```
! RIJCOSX wB97M-V def2-TZVPD def2/J DEFGRID3
* xyz 0 1
H 0.0883 2.4112 -0.0012
H -1.0553 -0.3074 -1.8183
H 1.7460 -1.6310 1.0994
H 0.4426 2.5554 -2.3119
H 0.4400 -3.6101 1.8164
C 0.4095 1.5180 0.5620
H -1.1553 -0.5086 1.0158
C -0.7193 0.6785 -1.3844
N -0.0329 -2.7020 2.0416
H -0.8431 1.7774 -3.3120
C -0.3378 -0.8994 0.3875
H 1.5141 1.7933 0.8455
H 0.6662 -0.8172 2.3603
H -1.6089 1.0865 -0.9084
H -0.0548 -2.6399 3.0705
H -0.6534 -1.5841 -0.3910
H -0.2626 1.4320 1.5588
C -0.1244 1.5745 -2.5833
H 0.6165 0.9237 -3.1026
C 0.6639 -1.4341 1.4076
N 0.2608 0.3833 -0.3523
*
```

LUMO in eV: 1.10
HOMO energy in eV: -8.59
Orbital gap in eV: 9.692
SMILES: CCN(C)CCN
Molecular weight in g mol⁻¹: 102.18

=====

z:
Computed, not measured: one molecule with the formula C5H14N2, with ωB97M-V/def2-TZVPD.

Geometry as ORCA input:
```
! RIJCOSX wB97M-V def2-TZVPD def2/J DEFGRID3
* xyz 0 1
H -0.7092 1.8504 0.6705
H 3.4529 -0.8712 -1.1228
H -2.7396 -1.0861 -0.7646
H -2.5578 0.6500 -1.2061
H -0.7381 -0.9617 0.6838
C -0.0401 0.8174 2.3730
H 2.6396 0.4784 -1.8796
H -0.0974 -1.1085 -1.5448
C -0.9580 -0.0370 0.1257
H 1.4387 -1.2719 0.1184
H -0.0724 0.6246 -1.6782
H -0.3767 1.5415 3.1789
N -0.8638 0.9825 1.1590
H -0.2110 -0.2156 2.7141
H -2.9720 0.0344 0.4397
C -2.3778 -0.0994 -0.4571
H 2.0731 -1.2180 -2.2134
C 2.4588 -0.5180 -1.4735
H 1.0549 0.9913 2.1980
N 1.4879 -0.3810 -0.3763
C 0.1082 -0.2021 -0.9447
*
```

LUMO in eV: 1.09
HOMO energy in eV: -8.44
Orbital gap in eV: 9.533
SMILES: CNC[C@H](C)NC
Molecular weight in g mol⁻¹: 102.18

=====

Which structure is most stable? z, by 17.7 kcal/mol over the runner-up.